# C22H50BrCl2LuN10

A structure of composition C22H50BrCl2LuN10 at a distorted geometry (ωB97M-V/def2-TZVPD, the OMol25 dataset).

```
86
C22H50BrCl2LuN10, DFT ωB97M-V/def2-TZVPD
Lu -0.801 0.417 0.665
C 0.303 -5.339 0.753
N -0.104 -4.388 1.767
C -0.505 -4.972 3.032
C 0.233 -3.040 1.701
N -0.413 -2.217 0.900
C -1.394 -2.890 0.040
C -2.459 -1.974 -0.574
N -2.013 -0.635 -1.004
C -3.228 0.125 -1.358
C -2.958 1.606 -1.672
N -1.843 2.148 -0.890
C -1.542 3.416 -1.048
N -0.576 3.890 -0.145
C -1.022 4.412 1.142
C 0.478 4.714 -0.721
N -2.015 4.251 -1.999
C -2.206 5.670 -1.747
C -2.272 3.909 -3.387
C -1.112 -0.664 -2.178
C 0.340 -1.053 -1.888
N 0.947 -0.232 -0.839
C 2.267 -0.216 -0.812
N 2.908 0.674 -0.014
C 4.229 0.413 0.520
C 2.355 1.954 0.369
N 3.051 -1.043 -1.566
C 2.920 -2.484 -1.555
C 4.225 -0.556 -2.262
N 1.224 -2.609 2.511
C 1.526 -1.214 2.721
C 2.045 -3.517 3.283
H 1.089 -5.998 1.135
H 0.692 -4.825 -0.122
H -0.541 -5.962 0.452
H -1.409 -5.563 2.864
H -0.746 -4.184 3.741
H 0.250 -5.633 3.463
H -1.921 -3.663 0.616
H -0.875 -3.416 -0.769
H -3.262 -1.829 0.159
H -2.896 -2.517 -1.425
H -3.940 0.047 -0.531
H -3.710 -0.322 -2.237
H -3.870 2.180 -1.463
H -2.757 1.687 -2.740
H -1.925 3.897 1.462
H -0.236 4.264 1.879
H -1.230 5.486 1.090
H 0.735 4.351 -1.713
H 1.351 4.631 -0.075
H 0.223 5.774 -0.786
H -2.197 5.886 -0.686
H -3.187 5.952 -2.136
H -1.456 6.274 -2.261
H -1.595 3.129 -3.726
H -2.075 4.797 -3.986
H -3.309 3.619 -3.567
H -1.092 0.342 -2.599
H -1.508 -1.351 -2.937
H 0.899 -0.930 -2.824
H 0.384 -2.110 -1.623
H 4.994 1.030 0.044
H 4.485 -0.636 0.403
H 4.221 0.647 1.586
H 1.339 2.066 -0.029
H 2.984 2.752 -0.036
H 2.347 2.054 1.457
H 2.256 -2.796 -0.751
H 3.902 -2.923 -1.372
H 2.557 -2.871 -2.510
H 4.225 0.530 -2.284
H 4.184 -0.917 -3.292
H 5.156 -0.913 -1.818
H 0.966 -0.811 3.570
H 1.310 -0.646 1.810
H 2.587 -1.109 2.947
H 2.085 -4.497 2.818
H 1.688 -3.613 4.311
H 3.063 -3.127 3.315
Cl -2.313 -0.991 2.724
C -3.438 0.330 3.069
Cl -3.356 1.392 1.659
H -3.104 0.874 3.952
H -4.450 -0.058 3.180
Br -0.159 1.664 2.850
```

Its total energy is -167224.8055 eV. The calculation puts the highest occupied orbital energy at -13.65 eV. As for the net charge: +2.